{"formula": "C21H69N21O12", "method": "ωB97M-V with the def2-TZVPD basis set", "species": ["C", "O", "C", "C", "C", "N", "H", "H", "H", "H", "H", "H", "H", "H", "H", "H", "H", "C", "O", "C", "C", "C", "N", "H", "H", "H", "H", "H", "H", "H", "H", "H", "H", "H", "C", "O", "C", "C", "C", "N", "H", "H", "H", "H", "H", "H", "H", "H", "H", "H", "H", "N", "C", "N", "O", "H", "H", "H", "H", "N", "C", "N", "O", "H", "H", "H", "H", "N", "C", "N", "O", "H", "H", "H", "H", "N", "C", "N", "O", "H", "H", "H", "H", "N", "C", "N", "O", "H", "H", "H", "H", "N", "C", "N", "O", "H", "H", "H", "H", "N", "C", "N", "O", "H", "H", "H", "H", "N", "C", "N", "O", "H", "H", "H", "H", "N", "C", "N", "O", "H", "H", "H", "H"], "xyz": [[3.191, -0.823, 4.029], [2.701, -1.215, 5.255], [1.367, -0.815, 5.338], [1.123, 0.659, 5.696], [1.682, 1.117, 7.003], [-0.306, 0.964, 5.736], [3.123, 0.211, 3.874], [2.606, -1.368, 3.250], [4.198, -1.193, 3.994], [0.870, -1.028, 4.381], [0.854, -1.376, 6.092], [1.651, 1.302, 4.969], [2.733, 0.875, 7.144], [1.178, 0.547, 7.836], [1.612, 2.211, 7.210], [-0.907, 0.387, 5.082], [-0.662, 0.662, 6.650], [-0.527, 2.285, 1.972], [-1.000, 1.496, 0.908], [0.113, 0.923, 0.298], [-0.208, 0.105, -1.038], [-1.134, -1.004, -0.736], [1.052, -0.435, -1.506], [0.147, 2.971, 1.455], [-0.140, 1.535, 2.715], [-1.365, 2.874, 2.431], [0.762, 1.760, 0.010], [0.655, 0.313, 1.081], [-0.663, 0.834, -1.739], [-1.395, -1.692, -1.554], [-2.069, -0.614, -0.217], [-0.580, -1.649, -0.064], [0.781, -0.983, -2.298], [1.802, 0.250, -1.684], [-1.598, -3.627, -6.959], [-0.431, -3.400, -6.264], [-0.118, -4.259, -5.214], [1.331, -3.955, -4.748], [1.616, -4.819, -3.566], [1.413, -2.520, -4.444], [-1.618, -4.678, -7.326], [-1.585, -2.928, -7.760], [-2.492, -3.492, -6.360], [-0.731, -4.032, -4.311], [-0.390, -5.308, -5.439], [2.049, -4.182, -5.564], [1.599, -5.860, -3.842], [0.939, -4.636, -2.767], [2.624, -4.728, -3.132], [1.366, -2.067, -5.337], [2.362, -2.321, -4.067], [-3.129, 1.671, -1.584], [-2.923, 2.973, -1.955], [-3.478, 3.953, -1.203], [-2.309, 3.223, -2.952], [-3.171, 1.553, -0.579], [-2.304, 1.132, -1.787], [-3.665, 3.798, -0.213], [-3.060, 4.809, -1.479], [3.747, 3.484, 1.277], [3.030, 4.144, 2.273], [2.391, 5.287, 1.890], [3.011, 3.690, 3.391], [4.226, 2.703, 1.680], [3.437, 3.434, 0.308], [1.785, 5.751, 2.587], [2.228, 5.433, 0.912], [-1.293, -0.748, -5.061], [-2.458, -0.646, -4.411], [-3.357, 0.157, -5.218], [-2.770, -1.114, -3.335], [-1.392, -0.756, -6.049], [-0.635, -1.431, -4.597], [-4.245, 0.042, -4.841], [-3.161, 1.134, -5.290], [-2.496, -0.680, 2.346], [-1.704, -1.729, 2.366], [-2.432, -2.910, 2.218], [-0.486, -1.679, 2.646], [-3.389, -0.794, 1.859], [-1.940, 0.148, 2.104], [-1.958, -3.746, 1.888], [-3.310, -2.727, 1.706], [-1.603, 4.888, 5.148], [-0.364, 5.016, 4.531], [0.421, 3.898, 4.581], [0.002, 6.034, 3.977], [-1.916, 4.149, 5.753], [-2.072, 5.764, 5.367], [1.366, 4.076, 4.312], [-0.027, 2.936, 4.800], [0.475, 3.907, -2.531], [0.882, 4.764, -1.532], [-0.188, 5.678, -1.254], [1.985, 4.836, -1.060], [1.136, 3.226, -2.802], [-0.477, 3.627, -2.754], [-0.851, 5.850, -1.989], [0.161, 6.480, -0.808], [1.686, -2.529, 0.454], [1.825, -3.747, 0.980], [1.464, -3.834, 2.242], [2.258, -4.686, 0.279], [1.188, -1.899, 1.091], [1.561, -2.286, -0.478], [0.851, -3.172, 2.667], [1.442, -4.738, 2.663], [6.065, -2.186, -2.114], [4.906, -2.957, -2.305], [4.662, -3.797, -1.321], [4.065, -2.648, -3.109], [6.814, -2.813, -1.741], [6.409, -1.857, -2.976], [5.256, -3.735, -0.559], [3.659, -4.123, -1.208], [-4.805, -1.086, -1.541], [-5.349, -0.823, -0.288], [-6.700, -1.191, -0.145], [-4.704, -0.362, 0.644], [-5.478, -1.175, -2.260], [-3.968, -0.567, -1.800], [-7.260, -0.940, -0.974], [-7.151, -0.809, 0.688]], "lowdin_charge": [-0.1096, -0.1505, -0.2132, -0.4655, -0.0706, 0.0199, 0.0651, 0.0862, 0.0932, 0.0914, 0.1230, 0.1183, 0.0778, 0.0950, 0.0916, 0.0955, 0.0764, -0.0917, -0.2471, -0.1853, -0.4175, -0.0682, 0.0607, 0.0868, 0.0968, 0.1074, 0.1095, 0.1332, 0.1137, 0.0816, 0.0857, 0.0557, 0.0506, 0.1054, -0.1254, -0.2175, -0.2096, -0.4205, -0.0676, 0.0483, 0.1010, 0.0798, 0.0849, 0.1296, 0.1320, 0.1477, 0.0810, 0.0707, 0.0641, 0.0618, 0.0539, 0.1795, -0.6840, 0.1847, 0.0253, 0.0834, 0.0439, 0.1180, 0.0816, 0.1476, -0.6741, 0.1802, 0.0063, 0.0840, 0.0749, 0.0926, 0.0494, 0.1808, -0.6164, 0.1343, 0.0144, 0.0893, 0.0950, 0.0465, 0.0784, 0.1797, -0.6615, 0.1603, -0.0391, 0.0576, 0.0904, 0.1038, 0.1014, 0.1311, -0.6824, 0.1575, 0.0110, 0.0825, 0.0961, 0.0411, 0.0954, 0.1690, -0.6152, 0.1433, 0.0388, 0.0845, 0.0504, 0.0804, 0.0708, 0.1826, -0.6916, 0.1846, -0.0308, 0.0636, 0.0434, 0.0538, 0.1116, 0.1323, -0.6959, 0.1817, 0.0227, 0.1085, 0.0687, 0.0785, 0.1063, 0.1673, -0.6048, 0.1258, -0.0063, 0.0783, 0.0401, 0.0998, 0.1022], "e_tot_ha": -2894.60858, "de_lowest_kcal_mol": 19.52, "gap_ev": 9.2, "max_force_ev_per_a": 4.12, "smiles": "COC[C@H](C)N.COC[C@H](C)N.COC[C@H](C)N.NC(N)=O.NC(N)=O.NC(N)=O.NC(N)=O.NC(N)=O.NC(N)=O.NC(N)=O.NC(N)=O.NC(N)=O"}

***

{"formula": "C21H74O16", "method": "ωB97M-V with the def2-TZVPD basis set", "species": ["O", "H", "H", "O", "H", "H", "O", "H", "H", "O", "H", "H", "O", "H", "H", "O", "H", "H", "O", "H", "H", "O", "H", "H", "O", "H", "H", "C", "C", "C", "O", "H", "H", "H", "H", "H", "H", "H", "H", "C", "C", "C", "O", "H", "H", "H", "H", "H", "H", "H", "H", "C", "C", "C", "O", "H", "H", "H", "H", "H", "H", "H", "H", "C", "C", "C", "O", "H", "H", "H", "H", "H", "H", "H", "H", "C", "C", "C", "O", "H", "H", "H", "H", "H", "H", "H", "H", "C", "C", "C", "O", "H", "H", "H", "H", "H", "H", "H", "H", "C", "C", "C", "O", "H", "H", "H", "H", "H", "H", "H", "H"], "xyz": [[-1.901, -6.581, -1.743], [-2.098, -6.367, -0.831], [-2.289, -5.866, -2.247], [5.684, -3.347, 2.358], [6.173, -2.841, 1.709], [4.792, -3.004, 2.307], [0.137, -8.032, 3.450], [-0.318, -8.865, 3.330], [-0.560, -7.376, 3.459], [-6.084, -3.692, 0.461], [-6.485, -2.887, 0.789], [-5.865, -3.496, -0.450], [6.848, -3.137, -2.599], [7.567, -3.426, -3.160], [6.683, -2.233, -2.867], [2.305, -8.856, -1.446], [1.582, -8.247, -1.596], [1.890, -9.631, -1.067], [-5.258, -0.873, 6.662], [-5.687, -1.595, 7.121], [-5.979, -0.349, 6.312], [-1.385, -3.863, 7.078], [-2.167, -3.319, 7.166], [-1.123, -3.761, 6.163], [-3.838, -6.302, 2.669], [-4.271, -6.676, 3.436], [-4.516, -5.781, 2.241], [-7.124, -2.839, -5.356], [-5.824, -3.547, -5.572], [-5.118, -3.327, -6.882], [-4.955, -3.079, -4.566], [-7.717, -3.143, -4.493], [-7.769, -3.010, -6.217], [-7.041, -1.756, -5.263], [-6.049, -4.607, -5.456], [-4.994, -2.284, -7.175], [-5.809, -3.676, -7.649], [-4.213, -3.933, -6.925], [-5.004, -2.123, -4.639], [6.897, 3.127, 3.624], [6.783, 3.248, 5.200], [8.065, 3.593, 5.947], [5.890, 4.201, 5.502], [7.607, 2.398, 3.233], [7.086, 4.114, 3.201], [5.957, 2.760, 3.212], [6.453, 2.299, 5.623], [7.691, 3.625, 6.970], [8.335, 4.630, 5.750], [8.905, 2.899, 5.960], [6.279, 5.016, 5.175], [0.668, -1.766, 0.478], [0.527, -0.843, 1.667], [-0.831, -1.170, 2.365], [1.490, -0.896, 2.685], [1.352, -1.230, -0.180], [-0.281, -1.817, -0.056], [0.873, -2.817, 0.679], [0.614, 0.218, 1.433], [-0.876, -2.240, 2.565], [-1.720, -1.097, 1.739], [-0.972, -0.620, 3.295], [1.390, -0.114, 3.233], [1.867, 7.603, -0.943], [2.626, 6.905, -2.088], [2.416, 5.398, -2.146], [1.991, 7.243, -3.311], [0.783, 7.501, -0.909], [2.008, 8.684, -0.943], [2.220, 7.428, 0.073], [3.681, 7.153, -2.207], [2.796, 5.045, -1.187], [2.940, 4.886, -2.953], [1.380, 5.060, -2.182], [1.363, 6.553, -3.538], [-4.270, 3.874, -1.169], [-5.253, 3.094, -2.066], [-6.248, 4.034, -2.736], [-4.461, 2.506, -3.063], [-4.799, 4.288, -0.310], [-3.722, 4.687, -1.647], [-3.562, 3.117, -0.833], [-5.897, 2.366, -1.573], [-5.803, 5.020, -2.867], [-7.219, 4.080, -2.242], [-6.446, 3.619, -3.724], [-4.128, 3.151, -3.691], [4.333, -3.891, -7.166], [3.137, -3.818, -6.295], [2.303, -2.635, -6.523], [2.414, -4.940, -6.759], [4.097, -3.911, -8.230], [5.027, -4.659, -6.825], [5.021, -3.057, -7.028], [3.433, -3.948, -5.254], [2.684, -1.691, -6.131], [1.363, -2.752, -5.985], [2.156, -2.484, -7.592], [2.170, -4.838, -7.682], [-0.314, 5.799, 7.062], [-0.424, 4.532, 6.233], [-0.505, 4.782, 4.734], [0.653, 3.612, 6.405], [0.188, 6.645, 6.594], [0.422, 5.716, 7.862], [-1.365, 6.000, 7.270], [-1.317, 4.021, 6.593], [0.393, 5.242, 4.321], [-1.355, 5.414, 4.477], [-0.644, 3.789, 4.306], [1.467, 3.982, 6.057]], "lowdin_charge": [-0.0518, 0.0251, 0.0270, -0.0521, 0.0256, 0.0247, -0.0506, 0.0269, 0.0214, -0.0504, 0.0299, 0.0286, -0.0526, 0.0278, 0.0248, -0.0531, 0.0257, 0.0261, -0.0545, 0.0273, 0.0273, -0.0506, 0.0238, 0.0261, -0.0546, 0.0293, 0.0195, -0.0706, -0.5222, -0.0593, -0.0590, 0.0820, 0.0799, 0.0810, 0.1411, 0.0844, 0.0758, 0.0871, 0.0806, -0.0372, -0.5472, -0.0568, -0.0308, 0.0685, 0.0695, 0.0661, 0.1375, 0.0782, 0.0771, 0.0809, 0.0945, -0.0513, -0.4967, -0.0634, -0.0579, 0.0771, 0.0754, 0.0898, 0.1296, 0.0741, 0.0670, 0.0708, 0.0875, -0.0573, -0.4499, -0.0842, -0.0820, 0.0790, 0.0706, 0.0694, 0.1397, 0.0768, 0.0851, 0.0829, 0.0698, -0.0609, -0.4958, -0.0681, -0.0625, 0.0761, 0.0780, 0.0743, 0.1369, 0.0764, 0.0771, 0.0770, 0.0913, -0.0840, -0.5266, -0.0736, -0.0577, 0.0886, 0.0859, 0.0758, 0.1502, 0.0823, 0.0872, 0.0872, 0.0849, -0.0607, -0.4980, -0.0660, -0.0589, 0.0712, 0.0796, 0.0819, 0.1331, 0.0800, 0.0773, 0.0760, 0.0845], "e_tot_ha": -2048.13869, "de_lowest_kcal_mol": 131.06, "gap_ev": 9.9, "max_force_ev_per_a": 4.09}

***

{"formula": "C21H9Cl5N3O8RuS2", "method": "ωB97M-V with the def2-TZVPD basis set", "species": ["Ru", "Cl", "C", "C", "C", "Cl", "C", "Cl", "C", "Cl", "C", "Cl", "O", "S", "O", "O", "C", "C", "C", "C", "C", "C", "S", "O", "O", "O", "H", "H", "H", "H", "O", "C", "O", "C", "C", "C", "C", "C", "C", "H", "H", "H", "H", "H", "N", "C", "N", "C", "N"], "xyz": [[0.368, 0.078, 0.466], [1.232, 1.246, 3.376], [-0.174, 0.242, 3.390], [-0.596, -0.355, 2.202], [-1.656, -1.263, 2.313], [-2.166, -2.205, 0.959], [-2.301, -1.499, 3.530], [-3.619, -2.615, 3.633], [-1.882, -0.847, 4.682], [-2.674, -1.138, 6.194], [-0.797, 0.016, 4.613], [-0.224, 0.780, 6.056], [4.318, 0.829, -0.353], [3.110, 0.046, -0.363], [2.103, 0.415, -1.346], [2.460, -0.048, 0.970], [3.621, -1.631, -0.766], [4.958, -1.785, -1.103], [5.465, -3.020, -1.482], [4.623, -4.115, -1.530], [3.286, -3.970, -1.186], [2.770, -2.742, -0.796], [1.031, -2.763, -0.293], [0.347, -1.700, -1.046], [0.583, -4.097, -0.609], [1.040, -2.406, 1.121], [5.592, -0.911, -1.065], [6.513, -3.118, -1.740], [4.999, -5.086, -1.831], [2.611, -4.813, -1.207], [-1.146, 2.778, 1.620], [-0.106, 2.953, 1.014], [0.602, 2.037, 0.423], [0.494, 4.344, 0.875], [-0.304, 5.446, 1.157], [0.214, 6.728, 1.055], [1.539, 6.914, 0.685], [2.340, 5.814, 0.409], [1.818, 4.531, 0.496], [-1.330, 5.272, 1.452], [-0.417, 7.584, 1.264], [1.946, 7.916, 0.610], [3.375, 5.955, 0.120], [2.426, 3.665, 0.269], [-4.253, 3.823, -1.178], [-3.926, 2.771, -0.814], [-3.693, 1.540, -0.403], [-2.499, 1.073, -0.306], [-1.479, 0.520, -0.259]], "lowdin_charge": [1.3418, 0.7474, -0.6565, -0.2836, -0.6610, 0.7258, -0.7018, 0.6343, -0.7144, 0.6222, -0.7043, 0.6338, -0.3130, 0.4760, -0.3375, -0.4579, -0.2103, -0.0674, -0.0926, -0.0911, -0.0662, -0.2019, 0.4354, -0.4124, -0.3281, -0.3542, 0.1004, 0.0941, 0.0945, 0.1002, 0.0469, -0.5972, -0.2048, -0.1150, -0.0210, -0.0980, -0.1182, -0.0946, -0.0136, 0.1161, 0.0917, 0.0869, 0.0933, 0.1161, 0.0420, -0.4454, 0.0602, -0.3266, 0.0295], "total_charge": -2, "e_tot_ha": -4764.22852, "de_lowest_kcal_mol": 12.10, "multiplicity": 2, "gap_ev": [7.4, 7.2], "max_force_ev_per_a": 0.90, "s2": 0.7571}

***

Number 3 is which compound?
C21H9Cl5N3O8RuS2